Computed, not measured: a 4-piece molecular cluster, C23H26F4IO5P overall at a distorted geometry, with wB97M-V/def2-TZVPD.

Structure (XYZ):
```
60
Properties=species:S:1:pos:R:3:forces:R:3:lowdin_charge:R:1
C -1.226 6.790 2.498 -0.001 0.013 -0.026 -0.0969
H -1.103 7.794 2.111 -0.006 -0.006 -0.003 0.1002
H -3.100 5.045 4.713 0.003 0.002 -0.004 0.1003
H -0.140 -3.723 2.829 -0.160 0.098 0.219 0.0968
H -1.030 5.348 -1.354 -0.009 -0.018 0.013 0.0975
H 5.412 -2.225 3.078 -0.205 -0.417 0.014 0.1521
C -1.160 -2.180 -2.979 0.055 0.026 0.056 -0.0947
C -0.822 -3.262 2.116 0.725 -0.279 -1.123 -0.2574
C -1.692 -3.434 -2.717 0.029 -0.037 0.062 -0.1035
C -0.417 5.763 2.034 0.002 -0.031 -0.013 -0.1033
H -0.585 -1.718 0.601 0.168 0.196 0.189 0.1317
F 3.063 -1.001 -0.466 0.184 1.313 -0.172 -0.0500
H -0.983 3.158 -5.031 -0.002 -0.002 0.008 0.1007
H -1.537 -2.602 2.608 0.014 -0.098 0.143 0.1138
C 5.523 -4.340 1.815 -0.299 -0.784 -1.510 -0.8068
H -3.402 -4.715 -2.912 0.007 0.003 -0.003 0.1020
O 2.753 -2.328 -0.213 0.177 -1.220 0.562 -0.0895
O 3.594 -1.736 2.277 -0.313 -0.418 -1.192 -0.0939
H -1.507 -0.243 -3.828 -0.029 0.009 0.018 0.0822
C -1.566 -4.359 1.324 0.024 0.476 0.876 -0.6271
C -1.096 4.359 -3.257 0.005 0.008 0.002 -0.0945
P 2.525 -2.534 1.405 -1.686 0.958 1.256 0.4332
C -2.347 5.246 3.961 -0.007 -0.003 0.008 -0.0969
C -0.698 3.250 -3.990 -0.024 -0.008 -0.021 -0.0959
H 0.332 3.585 -0.288 -0.017 -0.005 -0.002 0.0815
H -1.908 -3.963 0.370 -0.142 -0.227 -0.038 0.0294
I -0.376 -6.108 0.936 -0.199 0.328 -0.062 0.7760
H 1.023 1.600 -1.587 0.004 0.005 -0.005 0.0968
H -1.652 3.218 3.895 -0.001 0.003 -0.008 0.1005
C 0.041 3.489 -1.326 0.004 0.008 0.021 -0.0905
H -2.397 -4.694 1.936 -0.140 -0.205 -0.315 0.0353
H 0.372 1.390 -3.960 0.021 0.018 -0.006 0.0958
H 0.352 -3.158 0.328 0.276 0.045 0.127 0.0788
H -0.145 -1.948 -2.675 -0.003 -0.005 -0.004 0.0990
H -4.763 -3.011 -4.077 0.005 0.003 0.006 0.1002
C -1.535 4.220 3.501 -0.010 -0.021 0.000 -0.0951
C 0.025 -2.467 1.110 -0.732 -0.240 0.042 -0.2440
F 4.971 -4.540 2.972 -0.404 0.190 1.628 0.2179
H -2.830 7.331 3.816 0.010 -0.003 0.003 0.1002
F 6.831 -4.425 1.918 1.413 0.283 0.647 0.2006
H 5.459 -1.238 1.638 -0.154 -0.043 -0.155 0.1489
H -1.095 -4.177 -2.203 0.014 -0.051 -0.020 0.0898
C -3.222 -1.519 -4.020 -0.004 -0.028 -0.004 -0.0918
C -0.724 4.480 -1.925 -0.010 0.031 0.004 -0.0910
C -2.194 6.531 3.459 -0.011 0.019 0.016 -0.0973
C -3.752 -2.777 -3.766 -0.009 0.012 0.007 -0.0953
O 1.146 -1.802 1.741 0.988 0.612 -0.516 -0.1575
C 4.970 -2.099 2.092 0.722 1.327 -0.130 -0.1715
H 0.057 3.674 2.172 0.001 -0.002 0.025 0.0928
C -2.988 -3.735 -3.113 -0.026 0.002 0.013 -0.0937
C -0.573 4.477 2.535 0.026 0.021 -0.028 -0.1018
H -3.820 -0.771 -4.524 0.006 -0.005 -0.002 0.1011
C 0.064 2.258 -3.389 0.004 -0.029 -0.007 -0.1084
H -1.695 5.131 -3.724 0.011 0.000 -0.001 0.1005
F 5.159 -5.317 1.023 -0.487 -0.814 -0.890 0.2067
C 0.431 2.376 -2.056 0.023 -0.034 0.010 -0.0904
O 5.172 -3.178 1.215 -0.390 0.887 0.663 0.0643
C -1.924 -1.222 -3.628 -0.007 0.054 -0.034 -0.0893
O 2.393 -3.931 1.701 0.564 -1.909 -0.357 -0.1970
H 0.335 5.965 1.281 0.004 -0.002 0.010 0.0987
```
Positions in Å, forces in eV/Å.

Properties
* gap between HOMO and LUMO: 0.3527 hartree
* structure (SMILES): O=[P@@](OF)(OCCCI)OCOC(F)(F)F.c1ccccc1.c1ccccc1.c1ccccc1
* E_HOMO: -9.265 eV